9
Properties=species:S:1:pos:R:3:forces:R:3 method="wB97M-V/def2-TZVPD" smiles="O=[N+]([O-])O.[H]/N=N/[H]" orbital_gap_ev=10.400 charge=0 e_homo_ev=-10.8 relative_energy_kj_mol=356.5 total_energy_ha=-391.60448
O -1.971082 -0.007068 2.230188 -0.5 0.1 0.9
H 0.325728 -0.270759 -2.161093 0.2 0.0 0.1
N 0.702495 0.085867 -1.271374 0.5 0.2 0.2
O -1.495479 -1.019233 0.402208 -0.3 -1.1 -0.9
O -0.381590 0.739927 0.986410 0.3 0.8 0.4
H 2.281743 0.208181 -0.282364 -0.4 0.0 0.0
H -0.005661 0.576370 0.046286 -0.6 -0.4 0.3
N -1.362075 -0.166820 1.228645 0.8 0.6 -0.4
N 1.905922 -0.146465 -1.178906 0.1 -0.3 -0.6